Computed, not measured: a molecular structure, C5H7N, with wB97M-V/def2-TZVPD.

Results
Energy relative to the best compared isomer or geometry (same formula, charge and spin)   84.86 kcal/mol
Kohn-Sham gap   9.8 eV
2S+1   1
LUMO energy   1.132 eV

Each line ends with the natural charge from an NBO analysis.
Cartesian coordinates (Å):
N 0.762 0.054 -1.035  -0.61
C -1.124 0.649 0.099  -0.20
C 0.291 1.004 -0.014  -0.11
C -1.212 -0.622 -0.156  -0.19
C 0.713 -0.089 1.067  -0.39
C 0.278 -0.971 -0.110  -0.12
H 0.521 -2.019 -0.147  0.21
H 0.067 -0.285 2.021  0.19
H 0.649 2.043 -0.096  0.22
H -1.763 1.604 0.114  0.22
H -2.018 -1.357 -0.210  0.23
H 1.749 0.111 -1.165  0.35
H 1.784 -0.304 1.410  0.20



Computed, not measured: C5H7N in the gas phase, with wB97M-V/def2-TZVPD.

Results
Energy relative to the best compared isomer or geometry (same formula, charge and spin)   65.59 kcal/mol
Kohn-Sham gap   10.4 eV
2S+1   1
LUMO energy   1.085 eV

Each line ends with the natural charge from an NBO analysis.
Cartesian coordinates (Å):
N -1.500 -0.571 0.096  -0.57
C -0.158 0.008 -0.049  -0.01
C -0.110 1.361 -0.728  -0.59
C 2.050 -1.411 -0.474  -0.23
C -0.813 -0.078 1.282  -0.23
C 1.017 -0.821 -0.276  -0.03
H -1.073 1.861 -0.591  0.22
H -0.415 -0.808 1.982  0.20
H -1.230 0.825 1.718  0.20
H 0.097 1.274 -1.799  0.22
H 2.970 -1.932 -0.636  0.24
H 0.678 1.969 -0.273  0.21
H -1.491 -1.585 0.112  0.36



Computed, not measured: C5H7N in the gas phase, with wB97M-V/def2-TZVPD.

Results
Energy relative to the best compared isomer or geometry (same formula, charge and spin)   103.02 kcal/mol
Kohn-Sham gap   8.7 eV
2S+1   1
LUMO energy   0.963 eV

Each line ends with the natural charge from an NBO analysis.
Cartesian coordinates (Å):
N -1.825 -0.280 0.038  -0.40
C 0.791 0.098 0.042  0.05
C 0.007 1.284 0.000  -0.58
C -0.874 -1.342 0.032  -0.22
C 1.870 -0.597 0.048  -0.45
C -1.455 0.887 0.038  0.16
H 0.102 1.910 0.849  0.24
H 2.802 -0.219 0.217  0.18
H -0.626 -1.641 -0.923  0.19
H 0.206 1.827 -1.017  0.25
H 1.884 -1.615 -0.191  0.19
H -0.622 -1.959 0.805  0.20
H -2.261 1.646 0.060  0.18



Computed, not measured: C5H7N in the gas phase, with wB97M-V/def2-TZVPD.

Results
Energy relative to the best compared isomer or geometry (same formula, charge and spin)   65.13 kcal/mol
Kohn-Sham gap   10.0 eV
2S+1   1
LUMO energy   1.163 eV

Each line ends with the natural charge from an NBO analysis.
Cartesian coordinates (Å):
N 0.439 -1.293 -0.456  -0.64
C -0.266 -0.768 0.918  -0.10
C 0.931 -0.167 0.321  -0.10
C 0.556 1.060 -0.448  -0.45
C -1.412 -0.014 0.355  -0.24
C -0.933 0.781 -0.612  -0.12
H 1.873 -0.297 0.846  0.20
H 1.149 1.057 -1.366  0.22
H -0.309 -1.236 1.910  0.23
H 1.217 -1.956 -0.587  0.36
H -2.451 -0.284 0.518  0.22
H -1.493 1.107 -1.478  0.21
H 0.698 2.011 0.079  0.21



Computed, not measured: a molecular structure, C5H7N, with wB97M-V/def2-TZVPD.

Results
Energy relative to the best compared isomer or geometry (same formula, charge and spin)   138.60 kcal/mol
Kohn-Sham gap   8.7 eV
2S+1   1
LUMO energy   0.640 eV

Each line ends with the natural charge from an NBO analysis.
Cartesian coordinates (Å):
N 1.584 0.241 0.201  -0.60
C 0.489 0.974 -0.458  -0.17
C -0.545 -2.571 0.163  -0.22
C 1.127 -0.742 -0.771  -0.02
C -0.784 1.215 0.318  -0.64
C 0.157 -1.671 -0.241  -0.14
H -1.173 0.280 0.735  0.23
H -0.600 1.913 1.143  0.22
H 0.318 0.256 -1.408  0.28
H 0.883 1.842 -0.994  0.23
H -1.554 1.652 -0.326  0.22
H 1.256 -0.010 1.137  0.35
H -1.158 -3.378 0.503  0.24



Computed, not measured: a gas-phase ion, C5H7N2 (charge +1), with wB97M-V/def2-TZVPD.

Results
Energy relative to the best compared isomer or geometry (same formula, charge and spin)   152.41 kcal/mol
Kohn-Sham gap (alpha / beta)   8.4 / 8.4 eV
2S+1   1
LUMO energy (alpha / beta)   -6.508 / -6.507 eV
Total charge   +1

Each line ends with the natural charge from an NBO analysis.
Cartesian coordinates (Å):
N 0.476 -1.347 1.629  -0.36
N 0.919 0.007 1.165  -0.22
C -0.558 -0.635 1.345  0.57
C -1.558 -0.312 0.470  -0.41
C 0.126 0.856 -1.080  -0.53
C 1.241 0.194 -0.336  -0.27
C -1.237 0.417 -0.658  0.17
H -2.048 0.653 -1.346  0.24
H 1.728 -0.725 -0.759  0.24
H 2.097 0.921 -0.264  0.25
H 0.218 1.935 -0.921  0.29
H -2.459 -0.904 0.324  0.28
H 0.294 0.751 -2.129  0.28
H 0.760 -1.811 2.559  0.47



Largest force on an atom for every record listed, in sequence, given in Eh/bohr: 0.122 0.009 0.131 0.029 0.009 0.104.